The following is a DFT calculation (ωB97M-V/def2-TZVPD) of a 2-piece molecular cluster, C38H39NO6 overall in a non-equilibrium geometry.

```
84
Properties=species:S:1:pos:R:3:forces:R:3
C -4.703 -1.071 4.915 0.3 0.1 -0.4
N -4.530 -0.508 3.589 -1.0 0.6 0.5
C -5.773 -0.558 2.840 0.5 0.0 0.1
C -3.266 -0.395 2.975 0.9 0.0 -0.7
C -2.661 -1.491 2.325 -0.2 0.6 0.4
C -1.425 -1.349 1.709 -0.1 -0.1 -0.3
C -0.778 -0.113 1.673 0.6 0.2 -0.2
C 0.532 0.094 0.897 -0.9 -0.4 -0.2
C 1.728 -0.074 1.732 1.7 -1.3 2.5
C 2.153 0.941 2.651 -0.9 -1.4 -1.1
O 1.671 2.061 2.679 0.2 1.4 0.3
O 3.094 0.610 3.605 0.5 -0.3 0.0
C 3.784 -0.637 3.426 -0.6 -0.2 0.2
C 4.785 -0.551 2.292 0.2 0.0 -0.3
C 4.515 -0.996 4.719 -0.4 0.1 -0.1
O 2.834 -1.690 3.193 0.6 0.5 -0.1
C 1.946 -1.456 2.164 -0.5 1.2 -0.8
O 1.332 -2.408 1.709 0.3 -0.3 0.2
C -1.319 0.952 2.389 -0.3 0.2 -0.1
C -2.563 0.834 2.996 -0.5 -0.7 0.1
H -3.764 -1.038 5.473 -0.2 0.0 -0.1
H -5.467 -0.488 5.449 0.1 -0.1 0.1
H -5.060 -2.113 4.859 0.1 0.0 0.2
H -5.663 -0.099 1.851 0.0 -0.1 0.2
H -6.129 -1.594 2.724 -0.1 0.1 -0.2
H -6.542 -0.011 3.405 0.0 -0.1 -0.2
H -3.174 -2.452 2.312 0.1 0.2 0.1
H -0.944 -2.216 1.261 -0.1 0.3 -0.1
H 0.590 -0.689 0.137 -0.2 0.2 -0.2
H 0.543 1.080 0.432 -0.1 0.0 -0.1
H 4.297 -0.349 1.335 0.1 0.0 0.2
H 5.503 0.245 2.510 -0.1 -0.1 0.0
H 5.323 -1.503 2.232 -0.1 0.1 -0.1
H 3.810 -1.138 5.540 0.0 0.1 -0.1
H 5.068 -1.927 4.572 -0.1 0.1 0.0
H 5.219 -0.203 4.981 -0.1 0.0 0.0
H -0.745 1.877 2.469 -0.2 -0.2 -0.1
H -3.016 1.689 3.496 0.1 -0.2 0.1
C 1.252 0.903 -8.314 0.1 0.3 0.2
O 1.847 2.064 -7.697 -0.4 0.1 0.5
C 1.394 2.502 -6.495 -0.1 -0.4 0.2
C 2.133 3.537 -5.870 -0.1 -0.4 -0.2
C 1.866 3.894 -4.562 -0.2 -0.2 0.1
C 0.779 3.318 -3.854 0.0 0.0 -0.3
C 0.501 3.615 -2.445 -0.5 0.2 0.4
C 1.564 3.923 -1.551 0.2 -0.2 -0.1
C 1.448 4.293 -0.219 -0.1 0.7 -0.4
C 2.503 4.764 0.637 0.8 0.1 0.3
C 2.195 5.268 1.927 -0.2 -0.1 -0.5
C 3.183 5.769 2.758 0.3 0.1 -0.1
C 4.516 5.787 2.323 -0.6 -0.2 -0.2
C 4.836 5.337 1.037 -0.1 -0.1 -0.2
C 3.847 4.823 0.204 -0.2 0.3 0.3
C -0.895 3.607 -2.000 -0.3 -0.1 -0.1
C -1.955 4.053 -2.844 0.2 -0.1 0.0
C -3.262 4.078 -2.413 -0.2 -0.3 0.5
C -3.592 3.601 -1.119 0.1 -0.1 0.2
O -4.908 3.589 -0.795 0.7 0.0 -0.1
C -5.332 3.083 0.484 0.1 0.0 -0.2
C -2.563 3.159 -0.259 -0.5 0.2 -0.2
C -1.255 3.166 -0.712 0.0 0.0 0.2
C -0.034 2.396 -4.557 0.0 0.0 0.3
C 0.273 1.954 -5.832 0.5 0.3 -0.3
H 1.786 0.809 -9.259 -0.1 -0.1 0.1
H 1.401 0.001 -7.707 0.0 0.3 0.0
H 0.180 1.046 -8.501 0.2 0.1 0.0
H 2.939 3.996 -6.438 -0.1 -0.1 0.2
H 2.487 4.646 -4.075 -0.2 -0.2 -0.2
H 2.567 3.862 -1.986 -0.4 0.0 0.2
H 0.467 4.376 0.246 0.2 0.0 -0.3
H 1.148 5.306 2.225 0.3 -0.2 0.1
H 2.917 6.174 3.734 0.1 -0.2 -0.2
H 5.295 6.163 2.980 -0.1 0.0 -0.1
H 5.857 5.414 0.667 -0.2 -0.1 0.2
H 4.078 4.536 -0.817 0.2 -0.1 0.3
H -1.739 4.397 -3.856 0.1 0.0 0.3
H -4.075 4.433 -3.045 0.3 -0.1 0.1
H -6.411 3.234 0.473 0.1 -0.1 0.1
H -5.104 2.014 0.593 0.0 0.3 -0.1
H -4.880 3.645 1.310 -0.1 -0.1 -0.2
H -2.786 2.812 0.751 0.1 -0.1 -0.4
H -0.488 2.799 -0.036 -0.3 -0.2 -0.2
H -0.905 1.965 -4.068 0.3 0.1 0.0
H -0.330 1.181 -6.306 0.2 0.2 0.2
```
Positions in Å, forces in eV/Å.

Summary:
- LUMO (hartree) = -0.10310
- E_HOMO (Ha) = -0.21575
- net charge = 0
- HOMO-LUMO gap (eV) = 3.07

***

The following is a DFT calculation (ωB97M-V/def2-TZVPD) of one molecule with the formula C7H6O3 in a non-equilibrium geometry.

```
16
Properties=species:S:1:pos:R:3:forces:R:3
O -3.067 -0.191 0.249 0.1 0.8 0.6
C -2.346 0.817 0.316 1.4 -4.5 -2.3
C -0.907 0.585 0.048 1.4 0.2 -2.2
C 0.009 1.640 -0.299 -1.4 -0.3 2.0
C 1.358 1.428 -0.282 1.9 -3.2 1.1
C 1.888 0.143 0.036 -0.2 -3.5 -0.3
O 3.249 -0.284 0.446 -2.8 7.3 -1.0
C 0.986 -1.006 -0.096 6.3 1.1 -1.6
C -0.320 -0.808 -0.267 3.0 7.7 3.2
O -0.927 -1.862 -0.209 -1.6 -6.8 -0.5
H -2.814 1.745 0.317 -0.4 2.2 0.6
H -0.258 2.715 -0.275 -0.4 -0.9 -0.2
H 2.084 2.152 -0.309 1.2 2.2 -0.3
H 3.204 -1.168 0.371 -0.1 -5.0 -0.3
H 1.443 -2.073 -0.415 -1.2 2.5 1.4
H -1.713 -1.466 -0.306 -7.2 0.2 -0.2
```
Positions in Å, forces in eV/Å.

Summary:
- LUMO (hartree) = -0.01178
- E_HOMO (Ha) = -0.31950
- net charge = 0
- energy relative to the best compared isomer or geometry (same formula, charge and spin) (eV) = 3.678
- HOMO-LUMO gap (eV) = 8.37
- structure (SMILES) = O=Cc1ccc(O)cc1O

***

The following is a DFT calculation (ωB97M-V/def2-TZVPD) of a 5-piece molecular cluster, C6H20NO4 overall in a non-equilibrium geometry.

```
31
Properties=species:S:1:pos:R:3:forces:R:3
C -3.385 0.218 1.097 0.5 0.6 -1.1
C -2.357 -0.514 0.239 -0.1 -0.8 -3.1
C -1.007 0.259 0.021 -1.6 0.4 2.0
C -0.364 0.245 -1.321 2.3 -1.1 0.6
C -0.968 0.586 -2.452 -0.4 1.0 -2.6
C 1.914 0.613 -2.094 0.4 1.3 -1.9
N 1.044 -0.087 -1.350 -1.9 0.5 0.6
H -3.063 1.238 0.837 -0.7 0.2 0.8
H -4.431 0.149 0.712 0.8 -0.4 0.7
H -3.254 0.024 2.166 -0.4 0.1 -0.2
H -2.251 -1.592 0.364 0.5 -0.1 1.1
H -2.745 -0.632 -0.814 -0.1 0.8 0.8
H -1.246 1.285 0.304 -0.5 0.7 -1.0
H -0.431 0.205 0.938 1.4 -1.3 -0.3
H -0.495 0.500 -3.458 0.3 -0.2 1.2
H -1.886 1.162 -2.640 0.0 -0.6 1.1
H 2.955 0.418 -2.163 0.5 -0.7 0.5
H 1.612 1.431 -2.758 -0.4 -0.5 0.6
H 1.420 -0.803 -0.743 -0.4 0.3 0.1
H 3.694 -1.830 1.617 0.0 0.1 0.0
H 2.533 -2.574 0.989 0.0 0.1 0.0
O 2.749 -1.757 1.452 -0.1 -0.2 -0.1
H 0.251 -2.726 -2.311 0.6 0.1 0.7
H 0.521 -3.542 -1.035 0.1 0.2 -0.3
O 0.895 -2.832 -1.578 -0.7 -0.6 -0.3
H -0.097 2.027 3.308 0.8 0.5 -0.6
H -0.196 0.795 3.932 0.8 -0.9 0.0
O 0.473 1.245 3.388 -1.6 0.4 0.6
H 1.979 2.499 1.254 0.3 0.1 0.3
H 3.500 2.066 1.243 -0.2 0.3 0.3
O 2.635 1.924 0.858 -0.1 -0.4 -0.7
```
Positions in Å, forces in eV/Å.

Summary:
- LUMO (spin up / spin down) (hartree) = 0.01832 / 0.01812
- E_HOMO (spin up / spin down) (Ha) = -0.18569 / -0.30996
- net charge = 0
- energy relative to the best compared isomer or geometry (same formula, charge and spin) (eV) = 0.313
- multiplicity = 2
- HOMO-LUMO gap (spin up / spin down) (eV) = 5.55 / 8.93

***

The following is a DFT calculation (ωB97M-V/def2-TZVPD) of a 3-piece molecular cluster, C3H7NO2 overall in a non-equilibrium geometry.

```
13
Properties=species:S:1:pos:R:3:forces:R:3
C 0.781 -0.772 1.565 0.6 -0.9 0.4
C -0.921 0.176 0.202 -0.2 -0.2 -0.5
O -1.775 1.198 -0.073 -0.1 0.7 -0.1
C 0.181 -0.082 -0.572 -0.8 0.7 0.1
O 1.063 -1.035 -0.354 -0.1 0.7 1.8
N 0.320 0.793 -1.647 -4.2 -2.0 -4.0
H 0.311 -1.731 1.585 0.1 -0.5 0.4
H 0.327 -0.072 2.292 0.0 0.1 -1.2
H 1.845 -0.761 1.658 0.4 -0.2 0.0
H -1.425 -0.457 0.923 0.6 -0.4 -0.2
H -1.299 1.810 -0.650 0.0 0.0 -0.2
H -0.518 0.182 -2.682 2.4 2.2 3.4
H 1.110 0.750 -2.247 1.4 -0.4 0.3
```
Positions in Å, forces in eV/Å.

Summary:
- LUMO (spin up / spin down) (hartree) = -0.01415 / -0.01423
- E_HOMO (spin up / spin down) (Ha) = -0.26448 / -0.26447
- net charge = 0
- energy relative to the best compared isomer or geometry (same formula, charge and spin) (eV) = 7.522
- HOMO-LUMO gap (spin up / spin down) (eV) = 6.81 / 6.81

***

The following is a DFT calculation (ωB97M-V/def2-TZVPD) of C23H53NO3PtSSi6Te as an isolated structure in a non-equilibrium geometry.

```
89
Properties=species:S:1:pos:R:3:forces:R:3
Pt 0.306 0.389 -0.333 -0.7 -0.4 0.2
N -1.818 1.066 0.025 0.1 0.2 -0.8
C -2.677 -0.122 -0.145 0.0 -0.1 0.1
C -2.349 -1.034 -1.337 0.3 0.1 0.7
O -2.419 -2.229 -1.183 0.1 0.1 -0.2
O -2.055 -0.391 -2.439 0.1 0.5 -1.2
H -2.005 1.501 0.921 0.0 0.0 0.0
H -2.029 1.726 -0.718 0.1 0.2 0.1
H -3.728 0.154 -0.290 0.0 0.1 0.2
H -2.574 -0.700 0.767 -0.1 -0.2 -0.1
C 2.721 0.723 2.170 -0.2 0.0 0.0
Si 1.380 1.685 1.254 0.2 0.1 0.2
C 0.151 2.338 2.541 0.0 -0.1 -0.2
C 2.175 3.166 0.412 -0.1 0.0 0.0
C 2.862 4.164 1.108 0.0 0.0 0.0
C 3.392 5.255 0.440 0.0 0.0 0.0
C 3.244 5.360 -0.939 0.0 0.0 0.0
C 2.565 4.374 -1.638 0.0 0.0 0.0
C 2.022 3.272 -0.974 -0.2 0.0 -0.1
Si 1.057 1.923 -1.888 0.4 -0.1 0.0
C 2.201 1.300 -3.239 -0.2 0.0 0.0
C -0.475 2.706 -2.683 0.1 -0.1 0.2
H 3.456 1.424 2.575 0.0 0.0 0.0
H 3.236 0.029 1.507 0.0 0.0 0.0
H 2.305 0.155 3.006 0.0 0.0 0.0
H 0.700 2.720 3.406 0.0 0.0 0.0
H -0.506 1.535 2.883 0.0 0.0 0.0
H -0.461 3.152 2.144 0.0 0.0 0.0
H 2.982 4.095 2.185 0.0 0.0 0.0
H 3.917 6.028 0.988 0.0 0.0 0.0
H 3.653 6.215 -1.464 0.0 0.0 0.0
H 2.456 4.471 -2.713 0.0 0.0 0.0
H 2.468 2.107 -3.927 0.0 0.0 0.0
H 1.717 0.508 -3.807 0.0 0.0 -0.1
H 3.113 0.888 -2.807 0.0 0.0 0.0
H -0.201 3.312 -3.547 0.0 0.1 0.0
H -1.001 3.357 -1.979 0.0 0.0 0.0
H -1.165 1.927 -3.012 0.0 0.0 -0.1
C -5.377 0.112 -2.923 0.1 -0.1 -0.1
Si -4.248 0.436 -4.402 -0.1 0.1 -0.5
C -5.142 -0.110 -5.975 0.0 0.1 0.1
C -3.968 2.296 -4.536 0.1 -0.1 0.1
Si -2.266 -0.805 -4.218 -0.5 -0.8 1.2
Te 1.234 -1.726 -1.230 0.8 0.2 -0.3
Si -0.597 -0.514 -5.913 0.4 0.4 0.3
C 1.019 -1.412 -5.554 -0.1 0.0 0.1
C -1.253 -1.179 -7.548 -0.2 0.0 0.2
C -0.268 1.320 -6.182 0.0 -0.1 -0.1
Si -2.652 -3.175 -4.240 0.0 0.2 0.0
C -3.941 -3.807 -3.021 0.0 -0.2 -0.3
C -0.936 -3.928 -4.021 -0.1 -0.1 0.1
C -3.297 -3.723 -5.933 0.1 0.1 0.1
H -6.001 0.987 -2.731 0.0 0.0 0.0
H -4.804 -0.099 -2.024 0.0 0.0 0.1
H -6.029 -0.745 -3.101 0.0 0.0 0.0
H -6.071 0.459 -6.069 0.0 0.0 -0.1
H -5.393 -1.172 -5.958 0.0 0.0 0.1
H -4.545 0.069 -6.871 0.0 0.1 0.0
H -4.916 2.780 -4.789 0.0 0.0 0.0
H -3.242 2.547 -5.311 0.0 0.0 0.0
H -3.603 2.723 -3.601 0.0 0.0 0.0
H 0.963 -2.445 -5.895 0.0 0.0 -0.1
H 1.289 -1.441 -4.498 0.0 0.0 0.0
H 1.826 -0.917 -6.102 0.0 0.0 0.0
H -1.322 -2.263 -7.560 0.1 -0.1 0.0
H -0.535 -0.868 -8.311 0.0 0.0 0.0
H -2.235 -0.788 -7.818 0.0 0.1 0.0
H -0.284 1.884 -5.255 0.1 0.1 0.1
H -1.020 1.752 -6.847 0.0 0.0 0.0
H 0.713 1.460 -6.644 0.0 0.0 0.0
H -3.661 -3.597 -2.002 0.0 -0.1 0.1
H -4.034 -4.891 -3.138 -0.1 0.0 -0.1
H -4.918 -3.357 -3.212 0.0 0.0 -0.1
H -0.371 -3.556 -3.160 -0.3 0.0 0.1
H -0.313 -3.699 -4.883 -0.1 -0.1 -0.2
H -1.026 -5.015 -3.947 0.1 0.0 0.0
H -4.257 -3.268 -6.181 0.0 0.0 0.1
H -3.431 -4.808 -5.907 0.0 0.0 0.0
H -2.613 -3.493 -6.745 0.0 -0.1 0.0
C 0.129 -2.124 3.880 0.0 -0.1 -0.1
S 0.264 -2.101 2.084 0.1 -0.4 0.2
C -0.916 -3.408 1.721 0.1 0.1 0.0
O -0.449 -0.827 1.714 -0.2 0.4 0.1
H -0.910 -1.975 4.170 0.0 0.0 0.0
H 0.742 -1.308 4.257 0.0 0.0 0.0
H 0.510 -3.074 4.256 0.0 0.0 0.0
H -0.415 -4.372 1.802 0.0 0.0 0.0
H -1.233 -3.238 0.693 0.0 0.0 0.0
H -1.766 -3.345 2.400 0.0 0.0 0.0
```
Positions in Å, forces in eV/Å.

Summary:
- LUMO (spin up / spin down) (hartree) = -0.01867 / -0.01866
- E_HOMO (spin up / spin down) (Ha) = -0.24309 / -0.24312
- net charge = 0
- energy relative to the best compared isomer or geometry (same formula, charge and spin) (eV) = 0.630
- HOMO-LUMO gap (spin up / spin down) (eV) = 6.11 / 6.11

***

The following is a DFT calculation (ωB97M-V/def2-TZVPD) of C7H16 as an isolated structure in a non-equilibrium geometry.

```
23
Properties=species:S:1:pos:R:3:forces:R:3
C 0.125 -0.888 0.967 5.8 -2.4 2.8
C 0.637 -0.006 -0.053 -4.5 2.2 -2.0
C -1.159 0.515 -0.567 2.2 0.4 -1.3
C -0.568 -2.197 0.702 -0.3 -0.1 0.1
C 1.409 1.192 0.471 -0.5 0.0 -0.3
C 1.302 -0.616 -1.272 -0.3 0.0 0.2
C -1.625 1.907 -0.190 0.2 0.2 0.3
H -0.255 -0.368 1.845 -0.1 0.1 -0.2
H 1.440 -1.216 1.358 -3.3 0.1 0.0
H -1.976 -0.176 -0.342 0.7 -0.4 0.5
H -1.062 0.445 -1.654 0.0 0.2 -0.1
H -0.262 -2.668 -0.232 0.0 0.1 0.0
H -0.343 -2.890 1.517 -0.1 0.1 -0.2
H -1.651 -2.053 0.680 0.0 -0.1 -0.1
H 0.973 1.593 1.389 0.0 -0.1 0.0
H 2.283 -1.021 -1.002 0.0 0.0 0.1
H 1.407 1.989 -0.279 0.1 0.0 0.1
H 2.449 0.923 0.676 0.0 -0.1 0.0
H 1.448 0.147 -2.041 0.0 -0.1 0.0
H 0.716 -1.433 -1.694 0.0 0.1 0.0
H -1.870 1.960 0.877 0.1 0.1 -0.1
H -0.878 2.672 -0.425 -0.1 -0.1 0.1
H -2.538 2.189 -0.731 0.1 -0.2 0.0
```
Positions in Å, forces in eV/Å.

Summary:
- LUMO (hartree) = 0.03583
- E_HOMO (Ha) = -0.30635
- net charge = 0
- energy relative to the best compared isomer or geometry (same formula, charge and spin) (eV) = 2.762
- HOMO-LUMO gap (eV) = 9.31

***

We obtain total energy values of -1977.50900; -495.92678; -596.16975; -323.50454; -3711.31713; -276.21290 Eh for the records listed above, in that order.